# 1
ORCA calculation (ωB97M-V/def2-TZVPD) on an isolated ion of composition C4H8NS and charge +1.

Last column: Löwdin charge in e.
Positions of all 14 atoms, in Å:
S  2.2106  -0.0395  0.3704  0.8489
C  0.6448  -0.0290  -0.5848  -0.5530
C  -0.2028  -1.2652  -0.2645  -0.2157
C  -1.1603  -0.8463  0.7729  0.0674
C  -1.1539  0.6942  0.8280  0.0195
N  -0.1690  1.1711  -0.1188  -0.0002
H  2.9692  0.5841  -0.5333  -0.1134
H  0.8712  0.0613  -1.6442  0.1231
H  0.4204  -2.0982  0.0601  0.1201
H  -0.7502  -1.6224  -1.1407  0.1371
H  -1.7789  -1.4577  1.3928  0.1077
H  -1.7465  1.3466  1.4311  0.1080
H  -0.6222  1.6592  -0.9044  0.1932
H  0.4676  1.8418  0.3355  0.1573

Calculated values
Orbital gap (eV): 10.169
LUMO energy (eV): -3.870
Total charge: +1
SMILES string: S[C@H]1CC=C[NH2+]1
Energy above the lowest of the compared OMol25 structures with the same formula, charge and spin (kcal per mole): 19.0
Spin multiplicity: 1
HOMO energy (eV): -14.04
Calculated total energy (hartree): -609.8397

# 2
ORCA calculation (ωB97M-V/def2-TZVPD) on C4H6O2 as an isolated structure.

Last column: Löwdin charge in e.
Positions of all 12 atoms, in Å:
C  -0.0325  0.2996  -1.4513  -0.0467
C  -0.0968  0.4104  0.0615  -0.2323
C  -0.7770  -0.6042  0.9988  -0.0948
O  0.4386  -0.6964  1.7929  0.0438
C  1.1386  0.0014  0.8491  -0.4681
O  2.3219  0.1017  0.7396  0.1468
H  -1.0271  0.3107  -1.9064  0.0795
H  0.5203  1.1605  -1.8390  0.0853
H  0.4932  -0.6025  -1.7776  0.0879
H  -0.3954  1.4219  0.3561  0.1510
H  -0.9947  -1.5844  0.5682  0.1263
H  -1.6216  -0.2473  1.5920  0.1212

Calculated values
Orbital gap (eV): 11.325
LUMO energy (eV): 0.844
Energy above the lowest of the compared OMol25 structures with the same formula, charge and spin (kcal per mole): 16.0
Spin multiplicity: 1
HOMO energy (eV): -10.48
Calculated total energy (hartree): -306.4808

# 3
ORCA calculation (ωB97M-V/def2-TZVPD) on a 2-piece molecular cluster, C4H8ClISi overall.

Last column: Löwdin charge in e.
Positions of all 15 atoms, in Å:
C  1.7166  2.1848  -0.7295  -0.1054
C  1.1597  0.9854  -0.4883  -0.3608
C  -2.2154  -1.6646  0.0374  -0.1891
C  -0.9778  -1.0949  0.7385  -0.3976
Si  -0.5113  0.6681  0.2101  0.3225
Cl  -1.8614  2.0804  0.6263  0.3126
I  5.8784  -0.3144  0.0070  -0.0054
H  2.7119  2.2603  -1.1294  0.0369
H  1.2054  3.1104  -0.5212  0.0372
H  1.7498  0.1032  -0.7155  0.0404
H  -2.0908  -1.6614  -1.0429  0.0615
H  -2.3771  -2.6927  0.3570  0.0654
H  -3.1051  -1.0903  0.2831  0.0596
H  -0.1314  -1.7564  0.5501  0.0640
H  -1.1516  -1.1180  1.8174  0.0581

Calculated values
Orbital gap (alpha / beta) (eV): 10.228 / 2.724
LUMO energy (alpha / beta) (eV): -0.035 / -3.372
Energy above the lowest of the compared OMol25 structures with the same formula, charge and spin (kcal per mole): 71.3
Spin multiplicity: 1
HOMO energy (alpha / beta) (eV): -10.26 / -6.10
Calculated total energy (hartree): -1204.5261

# 4
ORCA calculation (ωB97M-V/def2-TZVPD) on a 3-piece molecular cluster, H6O2S overall.

Last column: Löwdin spin population.
Positions of all 9 atoms, in Å:
S  -0.1952  -0.6603  -1.5218  0.6995
H  -1.1190  0.0886  -2.2691  0.0167
H  -0.9588  0.3308  -0.9058  0.0126
H  -0.5987  -0.8635  0.8678  -0.0062
H  0.3657  -1.8722  1.4681  -0.0004
O  -0.4098  -1.3446  1.6743  0.1595
H  1.6601  1.6069  0.5875  0.0001
H  0.5265  1.0095  -0.2660  0.0021
O  0.7294  1.7048  0.3651  0.1161

Calculated values
Orbital gap (alpha / beta) (eV): 11.252 / 4.807
LUMO energy (alpha / beta) (eV): -5.678 / -11.263
Total charge: +1
Expectation value of S²: 0.756
Energy above the lowest of the compared OMol25 structures with the same formula, charge and spin (kcal per mole): 29.6
Spin multiplicity: 2
HOMO energy (alpha / beta) (eV): -16.93 / -16.07
Calculated total energy (hartree): -551.8033

- Look up the calculated total energy of the third one.
  -1204.5261 hartree

- Which of these has the highest calculated total energy?
  C4H6O2

- The highest calculated total energy belongs to which entry?
  C4H6O2